The following is a quantum chemistry calculation of one molecule with the formula C2H2N2OS2 in a non-equilibrium geometry, from the Open Molecules 2025 dataset.

Cartesian coordinates (Å):
C: -0.25 0.68 -0.62
C: 0.06 -0.93 0.70
H: -1.14 2.37 -1.92
H: 2.08 -1.45 1.60
N: -1.41 0.30 -0.25
N: -1.20 -0.78 0.64
O: 0.75 -0.05 -0.06
S: 0.14 2.02 -1.65
S: 0.98 -2.15 1.57

Properties
energy above the lowest of the compared OMol25 structures with the same formula, charge and spin: 31.2 kJ/mol
LUMO: 0.512 eV
2S+1: 1
gap between HOMO and LUMO: 9.710 eV
SMILES: Sc1nnc(S)o1
E: -1058.501783 Eh
HOMO: -9.2 eV
largest force on an atom: 0.0254 Eh/bohr



The following is a quantum chemistry calculation of a 2-piece molecular cluster, C2H2N3O overall in a non-equilibrium geometry, from the Open Molecules 2025 dataset.

Cartesian coordinates (Å):
C: 2.35 0.62 -0.02
C: -0.66 -0.57 0.07
N: 2.18 1.63 0.46
N: -0.25 -1.67 -0.01
N: -1.34 0.52 -0.09
O: 0.46 -2.56 -0.04
H: -1.24 0.86 -1.04
H: -1.52 1.16 0.68

Properties
energy above the lowest of the compared OMol25 structures with the same formula, charge and spin: 669.2 kJ/mol
LUMO (spin up / spin down): -8.677 / -8.406 eV
charge: +1
2S+1: 1
gap between HOMO and LUMO (spin up / spin down): 8.360 / 8.467 eV
E: -316.335151 Eh
HOMO (spin up / spin down): -17.0 / -16.9 eV
largest force on an atom: 0.0995 Eh/bohr



The following is a quantum chemistry calculation of a 2-piece molecular cluster, C2H2N3O2 overall in a non-equilibrium geometry, from the Open Molecules 2025 dataset.

Cartesian coordinates (Å):
C: -2.03 0.53 0.02
C: 2.57 0.18 0.05
N: -0.84 -0.53 0.10
N: -1.84 -0.07 1.08
N: 1.66 -0.50 -0.26
O: 3.61 0.74 0.10
O: -2.47 1.42 -0.65
H: -1.20 -1.38 -0.32
H: 0.55 -0.38 -0.13

Properties
energy above the lowest of the compared OMol25 structures with the same formula, charge and spin: 163.0 kJ/mol
LUMO: 3.901 eV
charge: -1
2S+1: 1
gap between HOMO and LUMO: 8.232 eV
E: -392.156053 Eh
HOMO: -4.3 eV
largest force on an atom: 0.0622 Eh/bohr



The following is a quantum chemistry calculation of a 2-piece molecular cluster, C2H2N3O2 overall in a non-equilibrium geometry, from the Open Molecules 2025 dataset.

Cartesian coordinates (Å):
C: 0.26 0.69 -1.77
C: -1.53 -2.41 0.26
N: 0.45 0.43 -0.24
N: 1.30 0.03 -1.45
N: -0.95 -1.46 0.73
O: -2.17 -3.34 0.01
O: -0.57 1.23 -2.48
H: 0.82 1.13 0.49
H: -0.38 -0.69 0.13

Properties
energy above the lowest of the compared OMol25 structures with the same formula, charge and spin: 167.4 kJ/mol
LUMO: 3.976 eV
charge: -1
2S+1: 1
gap between HOMO and LUMO: 7.986 eV
E: -392.154398 Eh
HOMO: -4.0 eV
largest force on an atom: 0.0593 Eh/bohr



The following is a quantum chemistry calculation of a 2-piece molecular cluster, C2H2N3O2S2 overall in a non-equilibrium geometry, from the Open Molecules 2025 dataset.

Cartesian coordinates (Å):
C: 1.99 0.20 -0.77
C: 0.93 -0.70 0.78
N: 2.11 -0.69 0.18
N: 0.82 0.81 -0.88
N: 0.10 0.21 0.07
O: -2.05 0.08 1.53
O: -1.90 -1.17 -0.58
S: -3.79 1.94 -0.88
S: -1.81 0.10 0.11
H: 2.86 0.50 -1.26
H: 0.74 -1.29 1.70

Properties
energy above the lowest of the compared OMol25 structures with the same formula, charge and spin: 236.9 kJ/mol
LUMO (spin up / spin down): 1.355 / 1.339 eV
charge: -1
2S+1: 1
gap between HOMO and LUMO (spin up / spin down): 6.722 / 6.701 eV
E: -1188.497496 Eh
HOMO (spin up / spin down): -5.4 / -5.4 eV
largest force on an atom: 0.0499 Eh/bohr



The following is a quantum chemistry calculation of a 2-piece molecular cluster, C2H2N3O4 overall in a non-equilibrium geometry, from the Open Molecules 2025 dataset.

Cartesian coordinates (Å):
C: 2.68 0.60 -0.22
C: -2.69 0.52 0.03
N: -2.27 -1.83 -0.30
N: 2.28 0.21 0.98
N: 0.12 -0.45 0.41
O: -2.93 1.68 -0.10
O: 2.05 1.00 -1.19
O: -2.69 -0.58 -0.46
O: 0.89 0.02 1.23
H: 3.80 0.61 -0.22
H: -1.26 -1.79 -0.16

Properties
energy above the lowest of the compared OMol25 structures with the same formula, charge and spin: 881.6 kJ/mol
LUMO (spin up / spin down): 2.584 / 2.654 eV
charge: -1
2S+1: 1
gap between HOMO and LUMO (spin up / spin down): 6.566 / 6.452 eV
E: -542.320362 Eh
HOMO (spin up / spin down): -4.0 / -3.8 eV
largest force on an atom: 0.0672 Eh/bohr



The following is a quantum chemistry calculation of C2H2N3P as an isolated structure in a non-equilibrium geometry, from the Open Molecules 2025 dataset.

Cartesian coordinates (Å):
C: -0.37 -1.31 0.12
C: -0.90 1.80 0.28
N: -1.42 -1.58 0.53
N: -0.46 1.37 1.26
N: 0.47 -0.56 -0.51
P: 1.93 -0.41 -0.80
H: -1.67 2.14 -0.85
H: 2.42 -1.46 -0.02

Properties
energy above the lowest of the compared OMol25 structures with the same formula, charge and spin: 375.7 kJ/mol
LUMO: -1.507 eV
2S+1: 1
gap between HOMO and LUMO: 8.367 eV
E: -582.873990 Eh
HOMO: -9.9 eV
largest force on an atom: 0.1080 Eh/bohr



The following is a quantum chemistry calculation of an isolated ion of composition C2H2N3S2 and charge +1 in a non-equilibrium geometry, from the Open Molecules 2025 dataset.

Cartesian coordinates (Å):
C: 0.75 -0.17 0.24
C: 0.45 0.95 -0.57
N: -1.77 0.38 -0.78
N: -0.32 -0.88 0.62
N: -0.70 1.17 -1.06
S: 2.19 -0.56 0.86
S: -1.91 -0.75 0.32
H: 1.30 1.44 -0.84
H: 0.01 -1.59 1.22

Properties
energy above the lowest of the compared OMol25 structures with the same formula, charge and spin: 136.5 kJ/mol
LUMO (spin up / spin down): -8.065 / -8.064 eV
charge: +1
2S+1: 1
gap between HOMO and LUMO (spin up / spin down): 6.091 / 6.092 eV
E: -1037.622968 Eh
HOMO (spin up / spin down): -14.2 / -14.2 eV
largest force on an atom: 0.0817 Eh/bohr



The following is a quantum chemistry calculation of one molecule with the formula C2H2N4 in a non-equilibrium geometry, from the Open Molecules 2025 dataset.

Cartesian coordinates (Å):
C: 0.02 0.48 -0.16
N: -0.80 -0.65 -0.04
N: -0.62 -1.59 -0.79
N: -0.48 -2.48 -1.46
N: 1.40 0.43 0.58
C: 0.43 1.07 1.05
H: -0.10 1.05 -1.07
H: 0.14 1.69 1.88

Properties
energy above the lowest of the compared OMol25 structures with the same formula, charge and spin: 343.6 kJ/mol
LUMO: 1.056 eV
2S+1: 1
gap between HOMO and LUMO: 10.807 eV
E: -296.293994 Eh
HOMO: -9.8 eV
largest force on an atom: 0.0336 Eh/bohr



The following is a quantum chemistry calculation of one molecule with the formula C2H2N4 in a non-equilibrium geometry, from the Open Molecules 2025 dataset.

Cartesian coordinates (Å):
C: 0.11 -0.67 -0.42
C: -0.82 0.16 -0.46
H: 0.21 -1.58 -1.12
H: -2.00 0.06 -0.74
N: -0.46 1.31 0.16
N: 0.55 1.30 1.00
N: 1.26 0.22 1.18
N: 1.16 -0.80 0.39

Properties
energy above the lowest of the compared OMol25 structures with the same formula, charge and spin: 396.4 kJ/mol
LUMO: -0.734 eV
2S+1: 1
gap between HOMO and LUMO: 9.577 eV
SMILES: c1cnnnn1
E: -296.273887 Eh
HOMO: -10.3 eV
largest force on an atom: 0.2411 Eh/bohr



The following is a quantum chemistry calculation of one molecule with the formula C2H2N4O in a non-equilibrium geometry, from the Open Molecules 2025 dataset.

Cartesian coordinates (Å):
C: -1.03 0.02 0.12
C: 1.66 -0.02 0.17
H: -2.67 0.94 -0.21
H: 2.75 0.14 0.13
N: -2.29 -0.08 0.06
N: -0.16 1.21 -0.11
N: 1.08 1.20 -0.02
N: 1.08 -1.15 -0.13
O: -0.23 -1.17 -0.03

Properties
energy above the lowest of the compared OMol25 structures with the same formula, charge and spin: 291.8 kJ/mol
LUMO: -1.308 eV
2S+1: 1
gap between HOMO and LUMO: 8.523 eV
SMILES: [H]/N=c1\nncno1
E: -371.509200 Eh
HOMO: -9.8 eV
largest force on an atom: 0.0629 Eh/bohr



The following is a quantum chemistry calculation of one molecule with the formula C2H2N4O in a non-equilibrium geometry, from the Open Molecules 2025 dataset.

Cartesian coordinates (Å):
C: -0.38 -0.01 -0.76
C: -0.45 -0.11 0.66
N: -1.50 -0.39 -1.42
N: -1.66 -0.24 1.27
N: -2.57 -0.64 -0.93
N: -2.71 -0.39 0.58
O: -3.78 -0.38 1.10
H: 0.50 0.30 -1.41
H: 0.46 -0.08 1.38

Properties
energy above the lowest of the compared OMol25 structures with the same formula, charge and spin: 308.8 kJ/mol
LUMO: -0.745 eV
2S+1: 1
gap between HOMO and LUMO: 8.971 eV
SMILES: [O-][n+]1nccnn1
E: -371.502731 Eh
HOMO: -9.7 eV
largest force on an atom: 0.0733 Eh/bohr



The following is a quantum chemistry calculation of one molecule with the formula C2H2N4O2 in a non-equilibrium geometry, from the Open Molecules 2025 dataset.

Cartesian coordinates (Å):
C: -0.43 -0.87 0.01
C: -0.51 0.57 -0.08
H: -2.19 -0.51 -0.10
H: 0.99 2.05 0.13
N: 0.71 -1.58 0.09
N: 1.88 -0.88 -0.17
N: 1.97 0.40 -0.10
N: 0.82 1.08 0.29
O: -1.62 -1.43 0.06
O: -1.63 1.17 -0.13

Properties
energy above the lowest of the compared OMol25 structures with the same formula, charge and spin: 400.5 kJ/mol
LUMO: -1.174 eV
2S+1: 1
gap between HOMO and LUMO: 9.371 eV
SMILES: O=c1[nH]nnnc1O
E: -446.820170 Eh
HOMO: -10.5 eV
largest force on an atom: 0.0744 Eh/bohr



The following is a quantum chemistry calculation of one molecule with the formula C2H2N4O2 in a non-equilibrium geometry, from the Open Molecules 2025 dataset.

Cartesian coordinates (Å):
C: 0.74 -0.51 0.02
C: -1.68 -0.53 0.11
H: 2.68 -0.67 -0.43
H: 1.31 1.81 0.68
N: 1.80 -1.27 -0.42
N: 0.55 1.05 0.31
N: -0.57 1.57 -0.14
N: -1.69 0.81 -0.44
O: -2.71 -1.09 -0.07
O: -0.43 -1.17 0.38

Properties
energy above the lowest of the compared OMol25 structures with the same formula, charge and spin: 541.5 kJ/mol
LUMO: -0.978 eV
2S+1: 1
gap between HOMO and LUMO: 9.241 eV
SMILES: [H]/N=c1\[nH]nnc(=O)o1
E: -446.766458 Eh
HOMO: -10.2 eV
largest force on an atom: 0.1293 Eh/bohr



The following is a quantum chemistry calculation of one molecule with the formula C2H2N4O2 in a non-equilibrium geometry, from the Open Molecules 2025 dataset.

Cartesian coordinates (Å):
C: -2.03 0.20 0.13
C: 1.54 -0.28 0.02
H: -2.29 1.26 0.13
H: -0.08 -1.69 0.14
N: -0.61 0.23 0.03
N: 0.06 1.40 -0.04
N: 1.32 1.16 -0.04
N: 0.23 -0.79 -0.13
O: -2.79 -0.76 -0.05
O: 2.58 -0.89 0.06

Properties
energy above the lowest of the compared OMol25 structures with the same formula, charge and spin: 330.2 kJ/mol
LUMO: -1.028 eV
2S+1: 1
gap between HOMO and LUMO: 9.118 eV
SMILES: O=Cn1nnc(=O)[nH]1
E: -446.846939 Eh
HOMO: -10.1 eV
largest force on an atom: 0.0765 Eh/bohr



The following is a quantum chemistry calculation of one molecule with the formula C2H2N4O2 in a non-equilibrium geometry, from the Open Molecules 2025 dataset.

Cartesian coordinates (Å):
C: 0.43 0.52 0.15
C: -1.22 -0.98 0.04
H: 2.10 -0.86 -0.33
H: -1.66 -1.88 -0.06
N: 1.66 0.89 0.35
N: 0.00 -0.83 -0.02
N: -1.49 1.62 -0.18
N: -0.31 1.72 -0.01
O: 2.62 -0.09 -0.12
O: -2.13 -0.11 0.17

Properties
energy above the lowest of the compared OMol25 structures with the same formula, charge and spin: 643.3 kJ/mol
LUMO: -1.267 eV
2S+1: 1
gap between HOMO and LUMO: 8.625 eV
E: -446.727696 Eh
HOMO: -9.9 eV
largest force on an atom: 0.1102 Eh/bohr



The following is a quantum chemistry calculation of one molecule with the formula C2H2N4O2 in a non-equilibrium geometry, from the Open Molecules 2025 dataset.

Cartesian coordinates (Å):
C: 0.77 1.33 0.01
C: -0.57 0.79 0.03
H: -2.23 -0.51 -0.02
H: 0.94 2.40 0.05
N: -0.45 -0.59 0.03
N: 0.63 -1.37 -0.03
N: 1.75 -0.79 0.02
N: 1.85 0.61 -0.03
O: -1.62 -1.29 0.00
O: -1.67 1.32 -0.02

Properties
energy above the lowest of the compared OMol25 structures with the same formula, charge and spin: 503.5 kJ/mol
LUMO: -0.911 eV
2S+1: 1
gap between HOMO and LUMO: 9.633 eV
SMILES: O=c1cnnnn1O
E: -446.780963 Eh
HOMO: -10.5 eV
largest force on an atom: 0.0273 Eh/bohr



The following is a quantum chemistry calculation of one molecule with the formula C2H2N4O2 in a non-equilibrium geometry, from the Open Molecules 2025 dataset.

Cartesian coordinates (Å):
C: -0.24 -0.85 0.33
C: -0.03 1.38 -0.76
H: -0.29 -2.64 0.91
H: -1.75 0.78 0.76
N: -1.02 -1.78 0.84
N: -0.73 0.53 0.20
N: 1.43 1.11 -0.84
N: 1.85 0.02 -0.34
O: -0.28 2.40 -1.31
O: 1.07 -0.95 0.21

Properties
energy above the lowest of the compared OMol25 structures with the same formula, charge and spin: 495.3 kJ/mol
LUMO: -0.917 eV
2S+1: 1
gap between HOMO and LUMO: 9.712 eV
SMILES: [H]/N=c1/[nH]c(=O)nno1
E: -446.784082 Eh
HOMO: -10.6 eV
largest force on an atom: 0.1176 Eh/bohr



The following is a quantum chemistry calculation of a 2-piece molecular cluster, C2H2N4O3S2 overall in a non-equilibrium geometry, from the Open Molecules 2025 dataset.

Cartesian coordinates (Å):
C: 1.73 -0.39 -0.01
C: 0.40 -0.41 -0.42
N: 3.82 -0.35 -0.29
N: 2.76 -0.06 -0.90
N: 2.27 -0.90 1.13
N: 3.59 -0.81 0.94
O: -1.22 -1.09 1.61
O: -2.02 -1.45 -0.59
O: -0.11 -2.82 0.10
S: -0.65 1.81 0.63
S: -0.82 -1.50 0.29
H: 0.12 -0.17 -1.41
H: -1.43 1.29 1.59

Properties
energy above the lowest of the compared OMol25 structures with the same formula, charge and spin: 13.5 kJ/mol
LUMO: 5.539 eV
charge: -2
2S+1: 1
gap between HOMO and LUMO: 6.746 eV
E: -1318.478304 Eh
HOMO: -1.2 eV
largest force on an atom: 0.0774 Eh/bohr



The following is a quantum chemistry calculation of one molecule with the formula C2H2N4S in a non-equilibrium geometry, from the Open Molecules 2025 dataset.

Cartesian coordinates (Å):
C: 0.16 -0.46 -0.70
C: -0.48 1.19 1.12
H: 1.19 -2.47 -1.14
H: -0.77 1.90 1.86
N: -0.52 0.62 -1.08
N: -0.85 1.47 -0.14
N: 0.17 0.09 1.49
N: 0.52 -0.76 0.57
S: 0.57 -1.59 -1.97

Properties
energy above the lowest of the compared OMol25 structures with the same formula, charge and spin: 36.8 kJ/mol
LUMO: -0.928 eV
2S+1: 1
gap between HOMO and LUMO: 8.760 eV
SMILES: Sc1nncnn1
E: -694.543718 Eh
HOMO: -9.7 eV
largest force on an atom: 0.0222 Eh/bohr